No. 1
{"formula": "C5H10O2", "method": "ωB97M-V/def2-TZVPD", "symbols": ["C", "C", "C", "O", "H", "H", "H", "H", "H", "H", "C", "C", "O", "H", "H", "H", "H"], "positions_angstrom": [[-1.58728, -1.13677, -0.96721], [-1.41261, -0.11527, 1.37453], [-1.31290, 0.09871, -0.15634], [-1.24571, 1.20284, -0.63508], [-0.77727, -1.84220, -0.79226], [-1.62047, -0.89336, -2.02643], [-2.50777, -1.62481, -0.65801], [-2.35625, -0.61327, 1.58417], [-1.36081, 0.82291, 1.92040], [-0.62202, -0.79465, 1.68778], [2.03213, 1.30719, -0.39656], [2.16722, -0.07981, 0.12840], [1.33545, -0.95792, 0.12631], [3.21023, -0.34530, 0.39541], [2.45738, 2.00571, 0.32328], [0.99596, 1.57399, -0.58882], [2.60471, 1.39200, -1.31956]], "forces_ev_per_a": [[0.637, -0.058, -0.327], [0.410, -0.026, -0.847], [-1.544, -0.218, 1.317], [0.451, 0.154, -0.215], [0.037, -0.113, -0.008], [-0.064, 0.015, -0.010], [-0.154, 0.112, 0.086], [-0.156, 0.004, 0.024], [0.070, 0.045, -0.097], [0.057, 0.018, 0.090], [-0.641, 0.235, 0.301], [0.653, -0.762, -0.799], [0.001, 0.608, 0.201], [-0.035, 0.021, 0.357], [0.124, 0.060, 0.003], [0.011, -0.017, -0.044], [0.145, -0.079, -0.031]], "mulliken_charge": [-1.208, -1.174, 1.025, -0.591, 0.303, 0.291, 0.375, 0.398, 0.276, 0.309, -0.818, 0.153, -0.464, 0.341, 0.300, 0.194, 0.290], "smiles": "CC(C)=O.CC=O", "lumo_ha": 0.0346, "homo_lumo_gap_ev": 10.35, "relative_energy_kcal_mol": 33.06}

=====

No. 2
{"formula": "C5H10O2", "method": "ωB97M-V/def2-TZVPD", "symbols": ["O", "C", "C", "C", "C", "O", "C", "H", "H", "H", "H", "H", "H", "H", "H", "H", "H"], "positions_angstrom": [[0.26346, -2.43306, 1.37278], [-1.19251, -0.06105, 1.30374], [-0.41329, 0.35769, 0.31035], [-0.43862, -0.08151, -1.13729], [0.88225, 0.48938, -1.66417], [1.12745, 1.65303, -0.89281], [0.64327, 1.43896, 0.41957], [-0.60271, -2.65383, 1.01317], [-1.99273, -0.77999, 1.14481], [-1.05179, 0.27789, 2.32714], [0.38271, -1.51690, 1.08816], [-0.50527, -1.16772, -1.26541], [-1.29357, 0.37884, -1.64316], [0.83886, 0.79289, -2.71341], [1.69939, -0.24033, -1.54561], [0.19230, 2.37151, 0.77257], [1.46082, 1.17420, 1.10956]], "forces_ev_per_a": [[0.218, -0.370, -0.134], [-0.028, 0.290, -0.180], [-0.313, 0.167, 0.143], [-0.039, 0.023, -0.044], [-0.034, -0.184, -0.194], [0.046, 0.114, -0.050], [-0.077, 0.055, 0.245], [0.114, -0.089, 0.089], [0.185, 0.054, -0.008], [-0.073, 0.097, -0.181], [-0.020, -0.242, 0.220], [-0.023, 0.199, 0.083], [0.110, -0.036, -0.020], [0.022, -0.067, 0.148], [-0.115, 0.114, 0.044], [0.146, -0.051, -0.016], [-0.121, -0.075, -0.146]], "mulliken_charge": [-0.678, -0.719, 0.061, -0.324, -0.440, -0.377, -0.478, 0.324, 0.381, 0.242, 0.386, 0.249, 0.272, 0.301, 0.277, 0.280, 0.242], "smiles": "C=C1CCOC1.O", "lumo_ha": 0.0292, "homo_lumo_gap_ev": 10.43, "relative_energy_kcal_mol": 49.91}

=====

No. 3
{"formula": "C5H10O2", "method": "ωB97M-V/def2-TZVPD", "symbols": ["O", "C", "C", "C", "C", "C", "O", "H", "H", "H", "H", "H", "H", "H", "H", "H", "H"], "positions_angstrom": [[1.58355, 0.10611, 1.50207], [2.00571, -0.52584, 0.56506], [0.06046, -0.88943, -1.07976], [-0.80847, -1.53170, -0.30026], [-1.02137, 1.05208, 0.72046], [-0.41517, 1.43369, -0.62270], [-0.12338, 0.36732, -1.55998], [-0.42139, 0.28582, 1.21233], [2.00637, -1.63053, 0.54854], [2.44568, -0.03524, -0.32372], [0.96877, -1.35965, -1.45770], [-0.54947, -2.41476, 0.27053], [-1.79430, -1.11656, -0.15681], [-0.97840, 1.91742, 1.38372], [-2.06306, 0.72930, 0.64099], [0.52393, 1.97061, -0.43625], [-1.07915, 2.10106, -1.17794]], "forces_ev_per_a": [[0.550, -0.256, -0.265], [0.266, 0.159, 0.506], [-0.363, -0.366, -0.105], [-0.008, -0.069, -0.267], [-0.053, 0.097, 0.051], [-0.078, 0.294, 0.163], [-0.145, -0.132, -0.083], [-0.417, 0.191, -0.034], [0.086, 0.095, 0.137], [-0.008, 0.021, 0.115], [-0.063, 0.130, 0.170], [-0.006, -0.234, -0.503], [0.115, -0.037, 0.247], [-0.042, 0.168, -0.170], [0.164, 0.113, 0.033], [-0.086, -0.132, -0.095], [0.089, -0.041, 0.099]], "mulliken_charge": [-0.443, -0.170, -0.374, -0.588, -1.208, -0.124, -0.385, 0.385, 0.299, 0.293, 0.553, 0.256, 0.273, 0.345, 0.289, 0.271, 0.327], "smiles": "C=COCC.C=O", "lumo_ha": 0.0244, "homo_lumo_gap_ev": 9.67, "relative_energy_kcal_mol": 84.88}

=====

No. 4
{"formula": "C5H10O2", "method": "ωB97M-V/def2-TZVPD", "symbols": ["O", "C", "C", "C", "C", "O", "C", "H", "H", "H", "H", "H", "H", "H", "H", "H", "H"], "positions_angstrom": [[-0.76456, -0.82869, 2.25484], [-0.09455, 0.31875, 1.74168], [0.38028, -0.04754, 0.32486], [-0.68694, -0.54113, -0.59543], [-0.01147, -0.55085, -1.97597], [1.11568, 0.34961, -1.91930], [0.92689, 1.08672, -0.75900], [-1.12036, -0.62056, 3.12922], [-0.77438, 1.18184, 1.69709], [0.74337, 0.58901, 2.41187], [1.18284, -0.80650, 0.45606], [-1.07780, -1.50973, -0.31330], [-1.48787, 0.20775, -0.54916], [-0.70897, -0.24968, -2.76775], [0.39508, -1.53562, -2.21305], [0.16143, 1.85639, -0.90483], [1.65488, 1.11703, 0.00571]], "forces_ev_per_a": [[-0.086, 0.056, 0.172], [0.148, 0.438, -0.536], [-0.547, 0.028, -0.706], [-0.541, -0.479, -0.140], [-0.226, -0.402, -0.123], [-0.041, -0.028, 0.415], [-1.424, -1.861, 2.598], [0.138, -0.036, -0.245], [-0.013, -0.080, -0.008], [-0.140, -0.050, -0.396], [-0.246, 0.483, -0.367], [-0.269, -0.264, -0.144], [-0.116, -0.289, -0.142], [0.201, -0.002, 0.047], [-0.104, -0.004, -0.071], [0.550, 0.278, 0.518], [2.716, 2.213, -0.873]], "mulliken_charge": [-0.512, -0.654, 0.114, -0.808, -0.413, -0.365, -0.675, 0.304, 0.340, 0.337, 0.312, 0.362, 0.295, 0.267, 0.295, 0.326, 0.475], "smiles": "OC[C@H]1CCOC1", "lumo_ha": 0.0310, "homo_lumo_gap_ev": 10.56, "relative_energy_kcal_mol": 72.12}

=====

No. 5
{"formula": "C5H10O2", "method": "ωB97M-V/def2-TZVPD", "symbols": ["C", "C", "O", "C", "C", "C", "O", "H", "H", "H", "H", "H", "H", "H", "H", "H", "H"], "positions_angstrom": [[2.00773, 0.11048, -0.27563], [1.45773, -0.81865, 0.77081], [-0.84110, 0.61790, -1.71558], [-1.52047, 1.28170, -0.95804], [-1.85057, 0.88166, 0.45024], [0.43893, -1.66941, 0.62190], [-0.36511, -1.83643, -0.45780], [1.76789, 1.16304, -0.07313], [1.63067, -0.12247, -1.27627], [3.10070, 0.03432, -0.31127], [1.95582, -0.83197, 1.73729], [-1.91604, 2.25454, -1.30890], [-2.74098, 1.39881, 0.81657], [-1.00219, 1.14929, 1.09398], [-1.97146, -0.20298, 0.51017], [0.15719, -2.35162, 1.42096], [-0.30875, -1.05822, -1.04532]], "forces_ev_per_a": [[0.017, 0.009, -0.086], [-0.107, -0.103, -0.019], [-0.340, 0.287, 0.310], [0.209, -0.168, -0.208], [-0.017, -0.066, 0.002], [0.168, 0.013, 0.256], [0.103, 0.124, -0.111], [0.018, -0.154, -0.011], [0.049, 0.044, 0.150], [-0.160, 0.020, 0.017], [-0.081, -0.047, -0.127], [0.057, -0.063, 0.029], [0.127, -0.058, -0.083], [-0.102, -0.006, -0.101], [0.002, 0.159, 0.006], [0.091, 0.106, -0.072], [-0.033, -0.098, 0.047]], "mulliken_charge": [-1.010, 0.000, -0.529, 0.212, -0.888, -0.316, -0.528, 0.211, 0.307, 0.337, 0.323, 0.372, 0.332, 0.237, 0.256, 0.371, 0.313], "smiles": "C/C=C\\O.CC=O", "lumo_ha": 0.0316, "homo_lumo_gap_ev": 9.33, "relative_energy_kcal_mol": 44.12}

=====

No. 6
{"formula": "C5H10O2", "method": "ωB97M-V/def2-TZVPD", "symbols": ["C", "O", "C", "C", "C", "C", "O", "H", "H", "H", "H", "H", "H", "H", "H", "H", "H"], "positions_angstrom": [[-0.46030, 2.19562, -0.34305], [0.06348, 1.06132, -0.99287], [-0.79442, -0.05846, -0.97874], [-0.15939, -1.28164, -0.33733], [1.31389, -1.28954, -0.02741], [0.30208, -1.23938, 1.08275], [0.07888, -0.05064, 1.78774], [-1.35410, 2.58536, -0.85472], [0.31390, 2.96759, -0.37065], [-0.70601, 1.96668, 0.70110], [-1.72896, 0.17773, -0.45054], [-1.05448, -0.30973, -2.01610], [-0.61100, -2.21705, -0.66199], [1.88656, -2.20322, -0.16751], [1.83272, -0.36243, -0.25688], [0.16632, -2.14439, 1.67953], [0.91083, 0.20218, 2.20668]], "forces_ev_per_a": [[-0.057, 0.266, 0.103], [0.066, -0.021, -0.058], [-0.166, -0.194, -0.004], [-0.152, -0.067, -0.046], [0.169, -0.004, -0.011], [-0.002, -0.321, -0.064], [0.245, 0.052, 0.126], [0.125, -0.101, 0.064], [-0.106, -0.111, 0.003], [-0.001, 0.075, -0.144], [0.121, 0.007, -0.074], [0.024, 0.048, 0.117], [0.092, 0.129, 0.033], [-0.127, 0.178, 0.029], [-0.089, -0.148, 0.074], [0.029, 0.205, -0.124], [-0.171, 0.007, -0.024]], "mulliken_charge": [-0.645, -0.383, -0.691, -0.100, -0.703, -0.076, -0.490, 0.290, 0.234, 0.287, 0.358, 0.408, 0.391, 0.261, 0.242, 0.315, 0.302], "smiles": "COC[C@H]1C[C@H]1O", "lumo_ha": 0.0351, "homo_lumo_gap_ev": 10.44, "relative_energy_kcal_mol": 61.75}

=====

No. 7
{"formula": "C5H10O2", "method": "ωB97M-V/def2-TZVPD", "symbols": ["C", "C", "O", "C", "C", "C", "O", "H", "H", "H", "H", "H", "H", "H", "H", "H", "H"], "positions_angstrom": [[-2.51318, 0.12664, 0.81296], [-0.89595, -0.67686, -0.82353], [-1.32932, 0.61308, 0.14507], [0.57820, -0.71516, -0.59402], [1.63105, 0.39289, -0.88439], [2.07731, 0.16019, 0.55624], [0.88143, -0.59914, 0.84607], [-3.06247, 0.96596, 1.26227], [-3.05013, -0.36441, 0.00797], [-2.20394, -0.63005, 1.53885], [-1.09368, -0.20108, -1.79806], [-0.59165, 0.58218, 0.79622], [0.91018, -1.68514, -0.99515], [2.35037, 0.17741, -1.67898], [1.17884, 1.37618, -1.04657], [2.17493, 1.02801, 1.21958], [2.97558, -0.46451, 0.65394]], "forces_ev_per_a": [[-0.211, -0.019, 0.045], [0.303, 0.294, -0.107], [0.239, 0.040, 0.083], [-0.032, -0.159, -0.175], [-0.010, 0.144, -0.090], [0.226, 0.126, 0.071], [-0.075, -0.086, 0.046], [0.259, -0.223, -0.127], [-0.376, 0.042, 0.317], [-0.230, 0.156, -0.051], [0.093, -0.202, 0.022], [0.045, -0.116, -0.118], [0.056, 0.141, 0.082], [-0.122, 0.069, 0.150], [0.057, -0.129, 0.010], [-0.031, -0.132, -0.135], [-0.192, 0.055, -0.022]], "mulliken_charge": [-0.610, -0.846, -0.237, 0.341, -0.600, -0.329, -0.579, 0.241, 0.324, 0.316, 0.110, 0.378, 0.464, 0.312, 0.194, 0.268, 0.255], "lumo_ha": 0.0319, "homo_lumo_gap_ev": 8.16, "relative_energy_kcal_mol": 138.52}

=====

No. 8
{"formula": "C5H10O2", "method": "ωB97M-V/def2-TZVPD", "symbols": ["C", "C", "C", "O", "C", "C", "O", "H", "H", "H", "H", "H", "H", "H", "H", "H", "H"], "positions_angstrom": [[1.18978, -1.20371, 1.75066], [0.04740, -1.05592, 0.75022], [0.18487, 0.18114, -0.13199], [1.41675, 0.02719, -0.82732], [-0.99993, 0.30125, -1.10017], [-1.29614, 1.57648, -1.63156], [-1.79456, 2.33681, -0.72957], [1.07739, -2.12070, 2.33889], [2.15170, -1.24158, 1.23211], [1.21402, -0.35860, 2.44934], [0.01394, -1.93180, 0.08923], [-0.91778, -1.00781, 1.26773], [0.22838, 1.07909, 0.50770], [1.55258, 0.81658, -1.36482], [-1.80029, 1.20077, -0.18099], [-1.05530, -0.56200, -1.76715], [-1.21281, 1.96282, -2.65231]], "forces_ev_per_a": [[0.050, 0.003, 0.029], [-0.077, -0.026, -0.005], [-0.350, -0.001, 0.280], [0.147, 0.227, -0.204], [0.162, -0.120, -0.266], [-0.033, -0.090, 0.030], [0.066, -0.170, 0.050], [0.015, 0.141, -0.086], [-0.132, -0.008, 0.096], [-0.004, -0.110, -0.103], [-0.011, 0.107, 0.080], [0.142, 0.012, -0.076], [0.017, -0.128, -0.107], [0.051, -0.160, 0.051], [-0.063, 0.246, 0.053], [0.034, 0.134, 0.062], [-0.012, -0.060, 0.116]], "mulliken_charge": [-1.163, -0.417, 0.157, -0.552, -1.050, -0.017, -0.468, 0.353, 0.295, 0.307, 0.320, 0.287, 0.397, 0.305, 0.572, 0.271, 0.402], "lumo_ha": 0.0078, "homo_lumo_gap_ev": 9.10, "relative_energy_kcal_mol": 99.07}

=====

No. 9
{"formula": "C5H10O2", "method": "ωB97M-V/def2-TZVPD", "symbols": ["C", "C", "O", "C", "C", "C", "O", "H", "H", "H", "H", "H", "H", "H", "H", "H", "H"], "positions_angstrom": [[2.61562, -0.69657, 0.04987], [1.12120, -0.87314, 0.22479], [0.51213, 0.40226, 0.16524], [-0.89419, 0.33410, 0.27737], [-1.44687, 1.75885, 0.22262], [-1.37473, -0.38588, -0.92949], [-2.62188, -0.79576, -0.83014], [3.01154, -0.02801, 0.81956], [3.12683, -1.66155, 0.12871], [2.83998, -0.26479, -0.93018], [0.72053, -1.54118, -0.55704], [0.89474, -1.33679, 1.19945], [-1.19546, -0.15665, 1.22285], [-2.53422, 1.75500, 0.34484], [-0.99212, 2.34628, 1.02313], [-1.19954, 2.22825, -0.73509], [-2.64715, -1.15951, -1.72385]], "forces_ev_per_a": [[0.040, 0.013, 0.001], [0.169, -0.208, 0.105], [0.099, 0.167, 0.323], [0.011, -0.001, -0.057], [-0.047, 0.057, -0.011], [0.180, 0.194, -0.007], [0.722, 0.084, -0.453], [-0.032, -0.080, -0.087], [-0.081, 0.124, -0.005], [-0.058, -0.054, 0.132], [0.013, 0.238, 0.125], [0.046, 0.029, -0.080], [0.048, 0.015, -0.127], [0.167, -0.016, 0.014], [-0.055, -0.068, -0.085], [-0.011, -0.106, 0.143], [-1.213, -0.387, 0.070]], "mulliken_charge": [-1.261, -0.126, -0.316, 0.938, -1.403, -0.875, -0.284, 0.300, 0.383, 0.303, 0.225, 0.275, 0.229, 0.387, 0.341, 0.342, 0.544], "lumo_ha": 0.0296, "homo_lumo_gap_ev": 9.35, "relative_energy_kcal_mol": 91.67}

=====

No. 10
{"formula": "C5H10O2", "method": "ωB97M-V/def2-TZVPD", "symbols": ["C", "C", "O", "C", "C", "C", "O", "H", "H", "H", "H", "H", "H", "H", "H", "H", "H"], "positions_angstrom": [[2.02642, -0.31101, 2.24257], [0.74533, 1.11802, -0.37090], [1.27316, 0.33277, -1.26652], [-0.63473, 0.61275, 0.07851], [-1.66662, 0.49704, -1.05964], [-1.63606, -0.80791, -1.80571], [-0.64646, -1.50462, -1.92551], [2.85288, -0.10773, 2.92731], [1.11824, -0.51237, 2.81838], [2.27104, -1.18057, 1.62589], [1.87240, 0.55872, 1.59680], [0.72739, -0.46366, -1.50003], [-0.52015, -0.35954, 0.58345], [-1.01902, 1.31289, 0.82520], [-1.49547, 1.29095, -1.80492], [-2.68533, 0.65693, -0.68968], [-2.58302, -1.13265, -2.27518]], "forces_ev_per_a": [[0.009, -0.002, 0.016], [-0.208, -0.230, -0.260], [-0.069, 0.115, 0.129], [0.030, 0.032, 0.114], [-0.001, -0.008, -0.009], [0.294, -0.161, -0.055], [-0.393, 0.314, 0.112], [-0.113, -0.054, -0.075], [0.141, 0.029, -0.077], [-0.039, 0.127, 0.094], [0.072, -0.134, 0.175], [0.001, 0.037, 0.062], [0.048, 0.121, -0.113], [0.077, -0.093, -0.119], [-0.063, -0.101, 0.040], [0.130, -0.041, -0.044], [0.083, 0.049, 0.011]], "mulliken_charge": [-0.945, -0.479, -0.231, -0.365, -0.654, 0.219, -0.557, 0.322, 0.229, 0.247, 0.230, 0.371, 0.306, 0.326, 0.285, 0.347, 0.348], "lumo_ha": 0.0170, "homo_lumo_gap_ev": 8.69, "relative_energy_kcal_mol": 90.86}